(1)
110
Properties=species:S:1:pos:R:3:forces:R:3 method="wB97M-V/def2-TZVPD" total_charge=-1 gap_ev=7.1 lumo_ev=1.8 energy_ha=-3291.75417
N 4.132 -1.392 -0.705 -0.2 0.1 0.2
C 2.675 -1.451 -0.457 0.0 0.1 -0.1
C 1.877 -1.584 -1.756 -0.1 0.0 0.2
C 0.641 -0.690 -1.778 0.1 0.2 -0.1
C -0.315 -0.993 -2.935 0.2 -0.3 0.0
C -1.367 -2.048 -2.579 -0.2 0.3 0.0
Al -2.622 -1.720 -1.011 0.2 -0.5 0.0
C -2.453 0.199 -0.210 -0.1 0.0 0.1
F -1.564 0.285 0.866 0.0 0.0 0.0
F -3.703 0.547 0.369 0.1 0.0 0.0
C -2.141 1.324 -1.155 -0.1 0.0 -0.1
C -2.950 1.471 -2.281 0.1 0.0 0.2
C -2.701 2.472 -3.206 -0.1 -0.1 0.1
C -1.632 3.334 -3.028 0.1 0.0 0.1
C -0.822 3.182 -1.910 0.0 0.0 -0.1
C 0.324 4.122 -1.727 0.3 0.4 0.1
F -0.080 5.351 -1.282 0.2 -0.5 -0.1
F 1.240 3.675 -0.835 -0.3 0.2 -0.4
F 0.985 4.364 -2.894 -0.2 -0.1 0.5
C -1.075 2.191 -0.971 0.1 0.0 0.0
H 4.603 -1.394 0.194 0.1 -0.1 0.0
H 4.326 -0.473 -1.090 0.1 0.0 -0.2
H 2.475 -2.292 0.206 0.0 -0.1 0.0
H 2.324 -0.554 0.066 0.0 0.0 0.1
H 1.569 -2.621 -1.900 0.1 -0.1 -0.1
H 2.537 -1.308 -2.581 0.0 -0.1 -0.1
H 0.982 0.349 -1.847 0.0 0.0 0.1
H 0.117 -0.777 -0.824 -0.1 0.0 0.1
H -0.785 -0.070 -3.280 -0.1 0.1 0.1
H 0.301 -1.334 -3.779 0.0 0.1 -0.1
H -0.857 -2.999 -2.388 0.0 -0.1 0.0
H -1.999 -2.222 -3.457 0.0 -0.1 -0.1
H -4.167 -1.887 -1.464 0.0 0.1 0.0
H -2.257 -2.750 0.196 0.0 0.1 0.1
H -3.761 0.769 -2.423 -0.1 0.0 -0.1
H -3.336 2.566 -4.075 0.0 0.0 -0.1
H -1.424 4.105 -3.755 0.1 0.1 0.0
H -0.432 2.071 -0.113 0.0 0.0 0.0
F -5.388 -0.521 -3.631 0.0 0.0 -0.2
C -6.659 -0.163 -3.407 -0.1 0.0 0.1
C -7.650 -1.120 -3.515 0.0 0.0 0.0
C -8.962 -0.745 -3.265 0.0 0.0 0.0
C -9.267 0.564 -2.917 0.0 -0.1 0.0
C -8.252 1.505 -2.817 0.0 0.0 0.0
C -6.934 1.146 -3.060 0.0 0.0 0.0
H -7.384 -2.135 -3.776 0.0 0.0 0.0
H -9.749 -1.484 -3.333 0.0 0.0 0.0
H -10.290 0.851 -2.720 0.0 0.0 0.0
H -8.485 2.525 -2.542 0.0 0.0 0.0
H -6.124 1.857 -2.970 0.0 0.0 0.0
F -11.858 2.373 -1.639 0.0 0.0 0.0
C -12.419 1.558 -0.722 0.0 0.0 0.0
C -12.361 1.917 0.609 0.0 0.0 0.0
C -12.940 1.073 1.546 0.0 0.0 0.0
C -13.557 -0.104 1.145 0.0 0.0 0.0
C -13.598 -0.440 -0.200 0.0 0.0 0.0
C -13.026 0.395 -1.150 0.0 0.0 -0.1
H -11.866 2.834 0.897 0.0 0.0 0.0
H -12.901 1.336 2.594 0.0 0.0 0.0
H -14.001 -0.760 1.882 0.0 0.0 0.0
H -14.072 -1.359 -0.516 0.0 0.0 0.0
H -13.044 0.154 -2.204 0.0 0.0 0.0
F 6.299 -2.038 1.441 0.0 0.0 0.2
C 7.502 -1.966 0.824 0.0 0.0 -0.1
C 7.587 -2.380 -0.489 0.0 0.0 -0.1
C 8.822 -2.301 -1.117 0.0 0.0 0.0
C 9.933 -1.821 -0.434 0.0 0.0 0.0
C 9.809 -1.412 0.886 0.0 0.0 0.0
C 8.581 -1.479 1.530 0.0 0.0 0.1
H 6.699 -2.735 -0.996 0.0 0.0 0.0
H 8.914 -2.612 -2.149 0.0 0.0 0.0
H 10.890 -1.764 -0.934 0.0 0.0 0.0
H 10.671 -1.037 1.421 0.0 0.0 0.0
H 8.456 -1.161 2.557 0.0 0.0 0.0
F 12.530 -1.333 -2.706 0.0 0.0 0.0
C 13.464 -0.420 -2.368 0.0 0.0 0.0
C 14.777 -0.826 -2.242 0.0 0.0 0.0
C 15.729 0.120 -1.891 0.0 0.0 0.0
C 15.359 1.440 -1.670 0.0 0.0 0.0
C 14.030 1.817 -1.802 0.0 0.0 0.0
C 13.066 0.884 -2.155 0.0 0.0 0.0
H 15.039 -1.861 -2.415 0.0 0.0 0.0
H 16.764 -0.177 -1.789 0.0 0.0 0.0
H 16.106 2.172 -1.394 0.0 0.0 0.0
H 13.737 2.844 -1.627 0.0 0.0 0.0
H 12.025 1.153 -2.265 0.0 0.0 0.0
F 6.731 -2.980 6.421 0.0 0.0 0.0
C 5.575 -2.432 5.979 0.0 0.0 0.0
C 5.361 -2.336 4.620 0.1 0.0 -0.1
C 4.174 -1.774 4.174 0.0 0.0 0.0
C 3.229 -1.316 5.083 0.0 0.0 0.0
C 3.473 -1.424 6.445 0.0 0.0 0.0
C 4.655 -1.987 6.906 0.0 0.0 0.1
H 6.107 -2.698 3.925 0.0 0.0 0.0
H 3.986 -1.697 3.112 0.0 0.0 0.0
H 2.304 -0.881 4.728 0.0 0.0 0.0
H 2.739 -1.068 7.156 0.0 0.0 0.0
H 4.865 -2.085 7.963 0.0 0.0 0.0
F -7.933 0.721 5.679 0.0 0.0 0.0
C -6.786 1.050 5.033 0.0 0.0 0.0
C -6.560 0.535 3.773 0.0 0.0 0.0
C -5.386 0.880 3.118 0.0 0.0 0.0
C -4.464 1.718 3.729 0.0 0.0 0.0
C -4.718 2.219 4.998 0.0 0.0 0.0
C -5.891 1.888 5.665 0.0 0.0 0.0
H -7.290 -0.121 3.319 0.0 0.0 0.0
H -5.181 0.491 2.130 0.0 0.0 0.0
H -3.550 1.973 3.210 0.0 0.0 0.0
H -3.999 2.871 5.478 0.0 0.0 0.0
H -6.112 2.267 6.653 0.0 0.0 0.0


(2)
110
Properties=species:S:1:pos:R:3:forces:R:3 method="wB97M-V/def2-TZVPD" total_charge=-2 gap_ev=4.2 lumo_ev=3.2 energy_ha=-5988.39770
Sn 0.380 -1.733 1.541 0.1 0.0 0.1
C 0.778 -4.633 4.245 0.0 0.0 0.0
C 2.024 -4.332 3.464 0.0 0.0 0.0
C 3.154 -5.125 3.564 0.0 0.0 0.0
C 4.283 -4.748 2.832 0.0 0.0 0.0
C 4.259 -3.642 2.023 0.0 0.0 0.0
C 3.068 -2.863 1.940 0.0 0.0 0.0
N 2.002 -3.241 2.694 0.0 0.0 -0.1
N 2.853 -1.777 1.190 0.0 0.0 0.0
Si 4.084 -1.021 0.252 0.0 0.0 0.0
C 5.544 -0.477 1.325 0.0 0.0 0.0
C 4.831 -2.120 -1.096 0.0 0.0 0.0
C 3.424 0.508 -0.622 0.0 0.0 0.0
H 0.753 -5.683 4.540 0.0 0.0 0.0
H -0.111 -4.383 3.669 0.0 0.0 0.0
H 0.744 -4.023 5.151 0.0 0.0 0.0
H 3.155 -5.998 4.203 0.0 0.0 0.0
H 5.191 -5.338 2.898 0.0 0.0 0.0
H 5.132 -3.360 1.454 0.0 0.0 0.0
H 6.083 -1.325 1.754 0.0 0.0 0.0
H 5.203 0.140 2.159 0.0 0.0 0.0
H 6.253 0.108 0.731 0.0 0.0 0.0
H 5.278 -3.039 -0.713 0.0 0.0 0.0
H 5.611 -1.557 -1.620 0.0 0.0 0.0
H 4.077 -2.401 -1.834 0.0 0.0 0.0
H 2.337 0.572 -0.588 0.0 0.0 0.0
H 3.702 0.484 -1.677 0.0 0.0 0.0
H 3.831 1.424 -0.186 0.0 0.0 0.0
C -1.760 7.417 -9.848 0.0 0.0 0.0
O -2.874 6.775 -9.273 0.0 0.0 0.0
C -2.618 5.744 -8.404 0.0 0.0 0.0
C -1.348 5.387 -7.967 0.0 0.0 0.0
C -1.198 4.332 -7.078 0.0 0.0 0.0
C -2.294 3.615 -6.609 0.0 0.0 0.0
C -3.561 3.990 -7.062 0.0 0.0 0.0
C -3.725 5.040 -7.946 0.0 0.0 0.0
C -2.081 2.507 -5.676 0.0 0.0 0.0
N -0.906 2.039 -5.332 0.0 0.0 0.0
C -1.163 1.036 -4.419 0.0 0.0 0.0
C -2.520 0.903 -4.222 0.0 0.0 0.0
N -3.096 1.842 -5.044 0.0 0.0 0.0
C -3.130 -0.136 -3.449 0.1 -0.1 0.0
C -4.438 -0.596 -3.623 0.0 0.1 0.1
C -4.655 -1.965 -3.273 0.0 0.0 0.0
C -3.784 -2.625 -2.481 0.0 0.0 0.1
N -2.796 -1.841 -1.772 -0.1 0.0 -0.1
C -2.217 -0.853 -2.647 0.1 -0.1 -0.1
C -0.809 -0.766 -2.818 0.0 0.1 0.1
N 0.011 -1.557 -2.072 -0.2 -0.2 -0.2
C 1.282 -1.630 -2.402 0.0 0.1 0.1
C 1.884 -0.889 -3.425 0.0 0.0 0.0
C 1.104 0.045 -4.079 0.0 0.0 0.0
C -0.248 0.142 -3.774 0.0 0.0 0.0
H -2.155 8.126 -10.572 0.0 0.0 0.0
H -1.106 6.705 -10.360 0.0 0.0 0.0
H -1.176 7.960 -9.098 0.0 0.0 0.0
H -0.470 5.922 -8.300 0.0 0.0 0.0
H -0.216 4.045 -6.726 0.0 0.0 0.0
H -4.442 3.452 -6.731 0.0 0.0 0.0
H -4.708 5.328 -8.297 0.0 0.0 0.0
H -4.079 2.038 -5.093 0.0 0.0 0.0
H -5.132 -0.077 -4.274 0.0 0.0 0.0
H -5.458 -2.518 -3.752 0.0 0.0 0.0
H -3.786 -3.692 -2.302 0.0 0.0 0.0
H 1.882 -2.295 -1.784 0.0 0.0 0.0
H 2.937 -1.009 -3.645 0.0 0.0 0.0
H 1.519 0.700 -4.836 0.0 0.0 0.0
C -3.379 0.015 2.661 -0.1 0.1 0.0
C -4.233 -0.989 1.887 0.0 -0.1 0.0
C -4.251 -2.318 2.657 0.0 0.0 0.0
C -5.666 -0.456 1.746 0.0 0.0 0.0
C -3.655 -1.212 0.551 0.0 0.0 0.0
C -3.213 -1.453 -0.544 0.0 0.1 0.0
H -3.771 0.143 3.674 0.0 0.0 0.0
H -3.374 0.986 2.160 0.0 0.0 0.0
H -2.356 -0.344 2.742 0.0 0.0 0.1
H -4.691 -2.173 3.648 0.0 0.0 0.0
H -3.235 -2.689 2.789 0.0 0.0 0.0
H -4.835 -3.066 2.115 0.0 0.0 0.0
H -6.122 -0.330 2.734 0.0 0.0 0.0
H -6.275 -1.146 1.160 0.0 0.0 0.0
H -5.664 0.509 1.236 0.0 0.0 0.0
Br 4.605 -0.921 5.414 0.0 0.0 0.0
C 2.812 -0.752 6.035 0.0 0.0 0.0
C 2.576 -0.212 7.285 0.0 0.0 0.0
C 1.261 -0.126 7.729 0.0 0.0 0.0
C 0.222 -0.600 6.944 0.0 0.0 0.0
C 0.476 -1.136 5.686 0.0 0.0 0.0
C 1.783 -1.191 5.221 0.0 0.0 -0.1
C -0.685 -1.719 4.883 -0.1 -0.1 -0.1
O -1.671 -2.072 5.529 -0.1 0.1 0.0
O -0.547 -1.841 3.621 0.2 0.1 0.1
H 3.398 0.141 7.893 0.0 0.0 0.0
H 1.055 0.308 8.700 0.0 0.0 0.0
H -0.803 -0.576 7.288 0.0 0.0 0.0
H 1.991 -1.588 4.237 0.0 0.0 0.0
Cl -1.038 1.695 4.390 0.0 0.0 0.0
C 0.679 1.756 4.087 0.0 0.0 0.0
C 1.456 2.378 5.053 0.0 0.0 0.0
C 2.824 2.495 4.880 0.0 0.0 0.0
C 3.394 1.982 3.721 0.0 0.0 0.0
C 2.603 1.361 2.775 0.0 0.0 0.0
C 1.214 1.211 2.912 0.0 0.0 0.0
C 0.434 0.536 1.856 0.0 0.0 0.0
H 0.973 2.760 5.943 0.0 0.0 0.0
H 3.433 2.967 5.641 0.0 0.0 0.0
H 4.464 2.051 3.562 0.0 0.0 0.0
H 3.056 0.955 1.885 0.0 0.0 0.0
H 0.796 0.839 0.871 0.0 0.0 0.0
H -0.631 0.763 1.915 0.0 0.0 0.0


| no. | HOMO energy (eV) |
| --- | --- |
| 1 | -5.289 |
| 2 | -1.034 |